{
  "formula": "C22H44F3N6O7S",
  "method": "the ωB97M-V functional and the def2-TZVPD basis",
  "symbols": ["C", "C", "O", "C", "C", "O", "C", "C", "S", "C", "N", "C", "N", "C", "N", "C", "C", "C", "O", "O", "N", "C", "C", "C", "O", "C", "F", "F", "F", "H", "H", "H", "H", "H", "H", "H", "H", "H", "H", "H", "H", "H", "H", "H", "H", "H", "H", "H", "H", "H", "H", "H", "H", "H", "H", "H", "H", "H", "H", "C", "O", "N", "C", "C", "H", "H", "H", "H", "H", "H", "H", "C", "O", "N", "C", "C", "H", "H", "H", "H", "H", "H", "H"],
  "xyz": [[5.125, -0.648, 0.082], [6.167, 0.538, -0.040], [5.539, 1.813, -0.116], [5.548, 2.380, -1.423], [4.144, 2.121, -2.073], [3.126, 2.318, -1.085], [1.849, 2.602, -1.612], [0.843, 1.393, -1.491], [1.433, 0.097, -2.692], [-0.574, 1.882, -1.955], [-1.587, 0.802, -1.939], [-2.974, 1.304, -1.843], [-3.237, 2.060, -0.600], [-1.338, -0.112, -0.899], [-1.678, -1.361, -0.962], [-2.346, -1.975, -2.128], [-3.817, -2.444, -1.740], [-4.068, -2.426, -0.211], [-4.597, -1.491, 0.312], [-3.640, -3.504, 0.581], [-0.666, 0.348, 0.272], [0.707, 0.842, -0.036], [1.042, 1.910, 1.071], [0.714, 1.281, 2.488], [1.289, -0.025, 2.594], [1.350, 2.127, 3.619], [2.698, 2.131, 3.587], [0.958, 1.644, 4.826], [0.991, 3.457, 3.489], [5.101, -1.286, -0.828], [5.375, -1.251, 0.981], [4.109, -0.217, 0.223], [6.743, 0.520, 0.917], [6.904, 0.334, -0.844], [5.774, 3.471, -1.348], [6.317, 1.951, -2.103], [4.058, 2.787, -2.959], [4.141, 1.039, -2.351], [1.359, 3.482, -1.127], [1.900, 2.857, -2.699], [2.492, -0.515, -2.089], [-0.887, 2.770, -1.361], [-0.446, 2.239, -3.005], [-3.688, 0.441, -1.860], [-3.242, 1.940, -2.714], [-4.145, 2.524, -0.674], [-3.364, 1.389, 0.166], [-1.422, -1.914, -0.142], [-2.361, -1.337, -3.028], [-1.750, -2.882, -2.385], [-3.948, -3.479, -2.118], [-4.527, -1.738, -2.211], [-2.665, -3.492, 0.565], [-1.214, 1.164, 0.586], [1.409, -0.009, 0.085], [2.119, 2.170, 1.102], [0.366, 2.786, 0.946], [-0.385, 1.230, 2.653], [2.139, 0.028, 2.121], [-2.188, -5.802, -3.760], [-2.789, -4.952, -4.395], [-0.908, -6.174, -3.979], [-0.255, -7.197, -3.184], [-0.164, -5.528, -5.047], [-2.662, -6.353, -2.929], [0.621, -6.769, -2.691], [0.061, -8.015, -3.834], [-0.933, -7.588, -2.426], [-0.119, -4.453, -4.861], [-0.675, -5.694, -5.997], [0.845, -5.933, -5.100], [-2.155, 3.370, 4.696], [-2.940, 3.665, 3.808], [-2.465, 3.215, 5.995], [-1.451, 2.864, 6.971], [-3.839, 3.403, 6.426], [-1.091, 3.193, 4.484], [-1.717, 1.914, 7.440], [-1.399, 3.643, 7.735], [-0.477, 2.767, 6.495], [-4.484, 2.697, 5.899], [-4.161, 4.416, 6.181], [-3.922, 3.242, 7.499]],
  "lowdin_charge": [-0.065, -0.243, -0.154, -0.172, -0.173, -0.150, -0.229, -0.609, 0.837, -0.141, -0.037, -0.208, 0.041, -0.277, 0.164, -0.088, -0.042, -0.482, 0.138, 0.075, 0.116, -0.276, -0.045, -0.245, 0.000, -0.530, 0.152, 0.132, 0.105, 0.068, 0.074, 0.051, 0.120, 0.118, 0.134, 0.127, 0.136, 0.097, 0.139, 0.128, -0.114, 0.137, 0.143, 0.117, 0.145, 0.097, 0.077, 0.178, 0.138, 0.130, 0.121, 0.123, 0.103, 0.127, 0.129, 0.138, 0.142, 0.159, 0.099, -0.360, -0.004, -0.203, -0.054, -0.037, 0.134, 0.089, 0.095, 0.085, 0.086, 0.098, 0.090, -0.355, -0.003, -0.194, -0.046, -0.036, 0.102, 0.094, 0.094, 0.070, 0.093, 0.095, 0.088],
  "homo_lumo_gap_ev": 7.535,
  "total_charge": 1,
  "e_lumo_ev": -3.4
}


{
  "formula": "C2H4O3P",
  "method": "the ωB97M-V functional and the def2-TZVPD basis",
  "symbols": ["C", "C", "O", "O", "O", "P", "H", "H", "H", "H"],
  "xyz": [[-0.857, -0.029, -0.245], [0.492, 0.558, 0.151], [1.642, 2.653, -1.151], [-1.772, 1.093, -0.328], [-1.096, 1.945, -1.180], [0.545, 2.409, -0.149], [-0.844, -0.487, -1.234], [-1.384, -0.773, 0.443], [0.727, 0.129, 1.211], [1.173, 0.136, -0.523]],
  "lowdin_charge": [-0.305, -0.375, -0.595, -0.301, -0.404, 0.665, 0.089, 0.116, 0.086, 0.024],
  "smiles": "[O-]P1CCOO1",
  "homo_lumo_gap_ev": 7.604,
  "total_charge": -1,
  "e_above_lowest_kcal_mol": 101.7,
  "e_lumo_ev": 4.4
}


{
  "formula": "C3H6N4",
  "method": "the ωB97M-V functional and the def2-TZVPD basis",
  "symbols": ["C", "C", "C", "N", "N", "N", "N", "H", "H", "H", "H", "H", "H"],
  "xyz": [[-1.077, -1.238, 0.164], [0.012, 2.004, -0.103], [1.342, -0.829, -0.008], [-1.901, 0.674, -0.085], [-2.189, -0.613, 0.030], [-0.023, -0.412, 0.095], [-0.580, 0.834, -0.062], [-0.921, -2.361, 0.223], [1.087, 2.134, -0.166], [-0.712, 2.847, -0.219], [1.722, -1.186, 0.967], [1.200, -1.743, -0.582], [2.041, -0.111, -0.252]],
  "lowdin_charge": [-0.218, -0.025, 0.001, 0.006, 0.008, -0.087, -0.197, 0.143, 0.039, 0.073, 0.103, 0.094, 0.060],
  "homo_lumo_gap_ev": 7.589,
  "e_above_lowest_kcal_mol": 105.3,
  "e_lumo_ev": 0.7
}


{
  "formula": "C5H8O2",
  "method": "the ωB97M-V functional and the def2-TZVPD basis",
  "symbols": ["O", "C", "C", "C", "C", "C", "O", "H", "H", "H", "H", "H", "H", "H", "H"],
  "xyz": [[-1.162, -1.621, 1.768], [-1.325, -1.163, 0.441], [-0.519, 0.076, 0.086], [1.009, -0.024, -0.004], [1.540, 1.178, -0.767], [0.707, 2.099, -1.201], [-0.069, 2.894, -1.572], [-0.374, -2.172, 1.804], [-2.382, -0.894, 0.342], [-1.128, -1.962, -0.291], [-0.775, 0.877, 0.790], [1.459, -0.049, 0.998], [1.318, -0.949, -0.513], [-0.892, 0.385, -0.899], [2.593, 1.324, -0.982]],
  "lowdin_charge": [-0.060, -0.278, -0.207, -0.203, -0.097, -0.222, 0.166, 0.085, 0.118, 0.121, 0.130, 0.113, 0.113, 0.114, 0.107],
  "smiles": "O=C=CCCCO",
  "homo_lumo_gap_ev": 9.648,
  "e_above_lowest_kcal_mol": 33.6,
  "e_lumo_ev": 0.7
}


{
  "formula": "C17H14N2O2S",
  "method": "the ωB97M-V functional and the def2-TZVPD basis",
  "symbols": ["O", "C", "C", "C", "C", "C", "N", "N", "C", "C", "C", "C", "C", "S", "H", "H", "H", "C", "C", "C", "C", "C", "C", "C", "H", "H", "H", "H", "H", "H", "H", "H", "H", "H", "O", "H"],
  "xyz": [[-0.958, -3.362, 3.869], [0.121, -3.455, 3.388], [0.633, -2.783, 2.235], [-0.278, -1.931, 1.424], [-0.033, -1.179, 0.069], [1.283, -0.687, -0.263], [1.048, 0.188, -1.292], [-0.091, 0.110, -1.651], [-0.751, -0.509, -0.707], [-2.318, -0.498, -0.653], [-2.962, -1.406, -0.035], [-4.330, -1.061, -0.431], [-4.743, 0.103, -1.215], [-3.049, 0.807, -1.338], [-5.491, 0.560, -1.455], [-5.342, -1.501, 0.008], [-3.012, -2.243, 0.327], [2.094, 0.735, -2.098], [2.546, 1.825, -1.459], [3.838, 2.341, -1.051], [4.176, 3.468, -0.677], [3.238, 4.574, -0.246], [1.904, 4.139, -0.614], [1.542, 3.054, -1.152], [0.688, 2.484, -1.648], [1.021, 4.793, -0.504], [3.232, 5.430, -0.020], [5.265, 3.608, -0.241], [4.582, 1.670, -1.289], [1.630, 0.823, -3.061], [3.107, -0.078, -2.173], [2.346, -1.074, -0.001], [-1.241, -1.870, 1.841], [1.603, -2.683, 1.781], [1.198, -3.968, 3.871], [1.032, -4.558, 4.853]],
  "lowdin_charge": [0.121, -0.695, 0.020, 0.118, -0.136, 0.045, -0.202, 0.116, -0.300, -0.563, -0.100, -0.170, -0.212, 1.031, -0.064, 0.129, 0.033, -0.150, -0.144, -0.139, -0.109, 0.081, -0.144, -0.016, 0.123, 0.120, -0.026, 0.148, 0.086, 0.136, 0.214, 0.160, 0.071, 0.089, 0.063, 0.268],
  "homo_lumo_gap_ev": 8.262,
  "e_above_lowest_kcal_mol": 361.0,
  "e_lumo_ev": -0.1
}